No. 1
{"formula": "C4H7NO", "method": "ωB97M-V/def2-TZVPD", "elements": ["C", "C", "N", "C", "C", "O", "H", "H", "H", "H", "H", "H", "H"], "xyz": [[0.64, 0.99, 1.85], [-0.27, 0.28, 0.92], [0.28, -0.59, 0.18], [-0.02, -0.26, -1.20], [-0.65, -1.47, -1.77], [-1.82, -1.49, -2.07], [0.42, 0.90, 2.90], [0.56, 2.04, 1.52], [1.64, 0.64, 1.59], [-1.26, 0.71, 0.68], [-0.67, 0.62, -1.32], [0.99, 0.03, -1.55], [-0.01, -2.36, -1.73]], "lowdin_charge": [-0.066, -0.240, 0.014, -0.226, -0.267, 0.050, 0.067, 0.089, 0.081, 0.125, 0.116, 0.131, 0.124], "orbital_gap_ev": 9.85, "multiplicity": 1, "smiles": "C/C=N/CC=O", "total_charge": 0, "de_lowest_kcal_mol": 69.0, "lumo_ev": 0.8}

=====

No. 2
{"formula": "C4H7NO", "method": "ωB97M-V/def2-TZVPD", "elements": ["O", "C", "C", "C", "C", "N", "H", "H", "H", "H", "H", "H", "H"], "xyz": [[0.95, 0.25, 1.16], [1.10, 0.23, -0.29], [0.08, -0.78, -0.83], [-1.18, -0.58, -0.02], [-1.61, 0.73, 0.33], [-1.66, 1.75, 0.89], [1.12, 1.14, 1.51], [2.13, -0.05, -0.51], [0.87, 1.22, -0.67], [0.42, -1.80, -0.64], [0.06, -0.66, -1.93], [-0.34, -0.10, 1.14], [-1.96, -1.35, -0.15]], "lowdin_charge": [-0.062, -0.193, -0.202, -0.200, -0.350, 0.097, 0.134, 0.121, 0.125, 0.115, 0.116, 0.194, 0.106], "orbital_gap_ev": 9.00, "multiplicity": 1, "total_charge": 0, "de_lowest_kcal_mol": 87.4, "lumo_ev": 0.6}

=====

No. 3
{"formula": "C4H7NO", "method": "ωB97M-V/def2-TZVPD", "elements": ["N", "C", "O", "C", "C", "C", "H", "H", "H", "H", "H", "H", "H"], "xyz": [[1.48, 0.40, 0.62], [1.00, -0.21, -0.73], [1.52, 0.06, -1.76], [-0.43, -0.64, -0.20], [-1.70, -0.28, -0.79], [-0.32, 0.31, 0.93], [2.16, -0.20, 1.10], [1.88, 1.33, 0.53], [-0.39, -1.68, 0.13], [-1.76, 0.67, -1.30], [-2.34, -1.07, -1.19], [-0.52, -0.02, 1.95], [-0.59, 1.33, 0.72]], "lowdin_charge": [0.093, -0.322, 0.129, -0.462, -0.067, 0.010, 0.124, 0.122, 0.142, 0.021, 0.010, 0.101, 0.100], "orbital_gap_ev": [6.54, 6.54], "multiplicity": 1, "total_charge": 0, "de_lowest_kcal_mol": 125.1, "lumo_ev": [0.4, 0.4]}

=====

No. 4
{"formula": "C4H7NO2", "method": "ωB97M-V/def2-TZVPD", "elements": ["C", "C", "C", "O", "C", "N", "O", "H", "H", "H", "H", "H", "H", "H"], "xyz": [[-0.81, -1.12, 0.34], [-0.42, 0.22, -0.29], [-1.24, 1.36, 0.29], [-2.24, 1.19, 0.94], [1.07, 0.56, -0.22], [1.91, -0.47, -0.50], [1.47, 1.68, 0.03], [-0.42, -1.19, 1.36], [-1.89, -1.20, 0.39], [-0.43, -1.97, -0.23], [-0.68, 0.21, -1.36], [-0.88, 2.38, 0.05], [1.58, -1.42, -0.62], [2.90, -0.31, -0.43]], "lowdin_charge": [-0.061, -0.250, -0.210, 0.060, -0.512, 0.169, 0.054, 0.098, 0.082, 0.073, 0.162, 0.130, 0.090, 0.115], "orbital_gap_ev": 10.48, "multiplicity": 1, "smiles": "C[C@@H](C=O)C(N)=O", "total_charge": 0, "de_lowest_kcal_mol": 10.9, "lumo_ev": 0.7}

=====

No. 5
{"formula": "C4H7NO2", "method": "ωB97M-V/def2-TZVPD", "elements": ["C", "C", "N", "O", "C", "C", "O", "H", "H", "H", "H", "H", "H", "H"], "xyz": [[-1.31, -1.13, -0.17], [-0.35, -0.13, 0.37], [-0.56, 0.94, 1.02], [-1.92, 1.14, 1.24], [1.36, 0.08, -1.54], [1.90, 0.61, -0.25], [0.97, -0.46, 0.11], [-2.31, -0.72, -0.18], [-0.98, -1.39, -1.18], [-1.30, -2.04, 0.44], [-1.94, 1.99, 1.70], [2.01, -0.78, -1.80], [2.88, 0.34, 0.14], [1.55, 1.58, 0.10]], "lowdin_charge": [0.018, -0.402, 0.067, -0.045, 0.089, -0.211, -0.116, 0.083, 0.086, 0.097, 0.100, 0.027, 0.114, 0.094], "orbital_gap_ev": 9.45, "multiplicity": 1, "total_charge": 0, "de_lowest_kcal_mol": 156.7, "lumo_ev": 0.9}

=====

No. 6
{"formula": "C4H7NO2", "method": "ωB97M-V/def2-TZVPD", "elements": ["O", "C", "N", "C", "C", "O", "C", "H", "H", "H", "H", "H", "H", "H"], "xyz": [[2.58, 1.43, -0.32], [2.07, 0.33, -0.39], [0.78, 0.07, -0.10], [-0.02, -1.14, 0.09], [-1.26, -0.23, 0.11], [-1.76, -0.11, -1.20], [-0.25, 0.86, 0.55], [2.62, -0.58, -0.72], [0.13, -1.50, 1.12], [0.06, -1.92, -0.67], [-2.05, -0.47, 0.83], [-2.44, 0.58, -1.21], [-0.13, 0.75, 1.64], [-0.33, 1.91, 0.26]], "lowdin_charge": [0.016, -0.329, -0.084, -0.082, -0.331, -0.009, -0.072, 0.138, 0.125, 0.129, 0.140, 0.101, 0.129, 0.128], "orbital_gap_ev": 10.03, "multiplicity": 1, "smiles": "O=CN1CC(O)C1", "total_charge": 0, "de_lowest_kcal_mol": 45.0, "lumo_ev": 0.6}